Record 1
The following is a DFT calculation (the ωB97M-V functional and the def2-TZVPD basis) of a molecular structure, C30H35AsGdN4O5S2 at a distorted geometry.

Cartesian coordinates (Å):
Gd1 0.349 -0.449 -0.277
O1 -3.071 -0.518 -2.555
S1 -1.686 -0.298 -2.296
O2 -1.014 0.383 -3.418
O3 -1.435 0.644 -1.047
O4 -0.984 -1.591 -1.916
C1 1.820 -3.964 -0.329
N1 2.007 -2.532 -0.537
C2 3.054 -2.204 -1.255
C3 3.264 -0.874 -1.613
C4 4.419 -0.282 -2.264
C5 4.130 1.075 -2.448
C6 2.776 1.256 -1.966
N2 2.291 0.088 -1.420
C7 1.636 -4.736 -1.640
C8 0.690 -4.206 -2.522
C9 0.476 -4.900 -3.720
C10 1.130 -6.132 -3.906
C11 1.867 -6.723 -2.878
C12 2.102 -6.024 -1.717
H1 0.889 -4.076 0.253
H2 2.663 -4.418 0.255
H3 3.793 -2.962 -1.616
H4 5.318 -0.837 -2.557
H5 4.740 1.773 -3.001
H6 2.200 2.160 -1.849
H7 0.083 -3.297 -2.398
H8 -0.257 -4.472 -4.420
H9 0.977 -6.792 -4.774
H10 2.441 -7.599 -3.165
H11 2.725 -6.477 -0.981
C13 -2.715 4.984 3.571
C14 -1.351 5.129 3.905
C15 -0.377 4.507 3.136
C16 -0.764 3.889 1.945
C17 -2.059 3.984 1.471
C18 -3.051 4.475 2.310
C19 0.337 3.121 1.214
C20 0.178 2.949 -0.087
C21 -0.265 3.777 -1.132
C22 -0.466 3.352 -2.513
C23 -0.589 4.353 -3.471
C24 -0.823 5.699 -3.173
C25 -0.684 6.102 -1.824
C26 -0.405 5.185 -0.861
H12 -3.542 5.360 4.159
H13 -1.004 5.835 4.657
H14 0.686 4.437 3.375
H15 -2.298 3.682 0.439
H16 -4.071 4.394 2.009
H17 1.048 2.604 1.781
H18 -0.567 2.300 -2.698
H19 -0.613 4.001 -4.528
H20 -1.039 6.395 -3.941
H21 -0.884 7.146 -1.565
H22 -0.348 5.490 0.162
C27 -3.694 -0.834 0.896
As1 -2.339 -1.967 1.574
C28 -2.423 -1.772 3.526
C29 -2.662 -3.889 1.187
O5 -0.695 -1.547 1.180
H23 -4.638 -1.119 1.375
H24 -3.614 -1.042 -0.203
H25 -3.386 0.188 1.056
H26 -3.459 -1.950 3.707
H27 -2.166 -0.790 3.950
H28 -1.789 -2.582 4.012
H29 -2.063 -4.093 0.335
H30 -3.760 -4.064 0.997
H31 -2.378 -4.485 2.077
N3 2.747 -0.081 4.371
C30 2.016 -0.455 3.294
N4 0.987 -1.207 3.613
S2 2.470 0.161 1.719
H32 2.563 -0.285 5.340
H33 3.371 0.678 4.158
H34 0.850 -1.503 4.582
H35 0.334 -1.528 2.891

Atoms 1-6, force components in eV/Å:
0.89 1.76 -1.57
-1.62 -0.58 0.69
1.64 2.74 -1.49
-0.29 -1.29 1.00
-0.55 -1.95 -0.78
0.23 0.37 0.68

E_HOMO (alpha / beta) = -0.0262 / -0.1451 hartree
net charge = -1
gap between HOMO and LUMO (alpha / beta) = 0.0777 / 0.1961 Eh
energy = -5557.1082 Eh
2S+1 = 8
LUMO (alpha / beta) = 0.052 / 0.051 Eh
maximum force = 4.15 eV/A
relative energy (zero: lowest compared OMol25 entry of this formula, charge and spin) = 611.7 kJ/mol

Record 2
The following is a DFT calculation (the ωB97M-V functional and the def2-TZVPD basis) of a single C4H9OS molecule at a distorted geometry.

Cartesian coordinates (Å):
C1 0.130 0.398 -2.109
O1 -0.648 0.905 -3.053
C2 -0.576 0.457 -0.697
C3 0.339 -0.105 0.387
C4 -0.230 -0.084 1.796
S1 0.456 -1.327 2.914
H1 1.010 1.063 -1.973
H2 0.540 -0.618 -2.218
H3 -0.946 1.472 -0.570
H4 -1.442 -0.199 -0.833
H5 0.565 -1.133 0.106
H6 1.245 0.501 0.319
H7 -1.323 -0.131 1.710
H8 -0.112 0.895 2.265
H9 0.991 -2.095 1.954

Atoms 1-6, force components in eV/Å:
0.79 0.00 2.07
-0.33 0.02 -0.74
-0.46 -0.60 -0.94
0.23 0.64 -0.52
-0.94 0.79 -0.25
0.05 0.00 -0.01

E_HOMO (alpha / beta) = -0.3389 / -0.3389 hartree
net charge = 0
gap between HOMO and LUMO (alpha / beta) = 0.3728 / 0.2793 Eh
energy = -631.1372 Eh
2S+1 = 2
LUMO (alpha / beta) = 0.034 / -0.060 Eh
maximum force = 2.22 eV/A
relative energy (zero: lowest compared OMol25 entry of this formula, charge and spin) = 71.1 kJ/mol

Record 3
The following is a DFT calculation (the ωB97M-V functional and the def2-TZVPD basis) of a molecular structure, C3H6O2.

Cartesian coordinates (Å):
O1 -1.061 0.881 -1.460
C1 -0.892 0.671 0.463
C2 0.334 0.050 0.156
C3 1.400 -0.818 0.606
O2 0.325 -1.353 -0.153
H1 -1.188 -0.057 -1.705
H2 -0.889 1.714 0.777
H3 -1.834 0.145 0.617
H4 0.064 0.735 -1.055
H5 1.453 -1.202 1.623
H6 2.349 -0.737 0.077

Atoms 1-6, force components in eV/Å:
0.01 -0.02 -0.10
0.27 -0.09 0.04
-0.22 -0.03 0.29
0.41 0.03 0.27
0.01 -0.26 -0.02
-0.32 0.43 -0.01

E_HOMO = -0.3016 hartree
net charge = 0
gap between HOMO and LUMO = 0.3168 Eh
energy = -268.1832 Eh
LUMO = 0.015 Eh
maximum force = 0.54 eV/A
relative energy (zero: lowest compared OMol25 entry of this formula, charge and spin) = 582.9 kJ/mol

Record 4
The following is a DFT calculation (the ωB97M-V functional and the def2-TZVPD basis) of 7 unconnected molecules or ions with the total composition C52H85Br2F13N2O12S at a distorted geometry.

Cartesian coordinates (Å):
C1 -4.661 6.779 -1.652
C2 -4.499 5.577 -2.591
C3 -3.900 4.416 -1.791
C4 -3.143 3.424 -2.686
N1 -1.913 2.866 -2.104
C5 -1.954 1.490 -1.657
C6 -3.209 1.122 -0.867
Br1 -4.472 -0.153 -1.549
C7 -3.564 1.649 0.314
C8 -4.813 1.286 1.058
Br2 -2.511 2.919 1.245
C9 -0.667 1.229 -0.814
O1 -0.006 2.034 -0.206
N2 -0.394 -0.124 -0.948
C10 -0.898 -0.710 -2.185
C11 0.368 -1.215 -2.920
C12 1.178 -2.167 -2.048
C13 2.122 -2.997 -2.888
F1 1.463 -3.943 -3.582
F2 2.711 -2.177 -3.810
C14 3.323 -3.599 -2.118
F3 3.943 -2.600 -1.466
F4 4.196 -4.097 -3.022
C15 2.966 -4.765 -1.172
F5 2.607 -5.800 -1.976
F6 1.889 -4.465 -0.411
C16 4.111 -5.315 -0.286
F7 5.123 -5.746 -1.062
F8 3.595 -6.387 0.360
C17 4.716 -4.380 0.806
F9 5.625 -3.534 0.280
F10 5.381 -5.203 1.660
C18 3.716 -3.587 1.692
F11 4.408 -3.108 2.753
F12 3.175 -2.548 1.041
F13 2.751 -4.409 2.152
C19 -1.792 -1.983 -2.069
C20 -2.064 -2.584 -0.702
O2 -2.074 -3.792 -0.559
O3 -2.363 -1.757 0.365
C21 -1.536 0.551 -2.874
S1 -0.226 1.616 -3.683
C22 -2.617 0.233 -3.964
O4 -2.380 0.897 -5.192
C23 -3.312 0.537 -6.208
C24 -3.977 1.755 -6.816
O5 -3.297 2.230 -7.955
C25 -2.055 2.832 -7.639
C26 -2.232 4.143 -6.907
O6 -0.976 4.753 -6.729
C27 -1.115 6.035 -6.099
C28 -0.157 6.144 -4.939
H1 -3.703 7.268 -1.534
H2 -4.982 6.432 -0.675
H3 -5.411 7.480 -2.000
H4 -5.438 5.307 -3.056
H5 -3.774 5.885 -3.336
H6 -4.694 3.944 -1.223
H7 -3.182 4.858 -1.107
H8 -3.823 2.650 -3.031
H9 -2.850 3.977 -3.575
H10 -1.623 3.482 -1.355
H11 -4.806 0.238 1.327
H12 -4.900 1.884 1.954
H13 -5.668 1.511 0.432
H14 -0.265 -0.678 -0.127
H15 1.020 -0.396 -3.178
H16 0.094 -1.694 -3.857
H17 0.549 -2.873 -1.511
H18 1.740 -1.580 -1.336
H19 -1.320 -2.784 -2.613
H20 -2.760 -1.849 -2.530
H21 -1.644 -1.813 0.997
H22 0.281 0.716 -4.549
H23 -3.611 0.518 -3.655
H24 -2.557 -0.832 -4.183
H25 -2.755 0.034 -6.995
H26 -4.078 -0.135 -5.829
H27 -4.133 2.531 -6.072
H28 -4.958 1.446 -7.161
H29 -1.381 2.163 -7.108
H30 -1.578 3.068 -8.584
H31 -2.669 3.963 -5.923
H32 -2.923 4.751 -7.494
H33 -2.125 6.156 -5.723
H34 -0.898 6.783 -6.855
H35 0.855 5.972 -5.287
H36 -0.228 7.143 -4.524
H37 -0.383 5.424 -4.163
C29 2.672 -4.442 6.073
C30 3.638 -3.268 6.206
C31 3.292 -2.736 7.590
O7 2.863 -3.863 8.359
C32 2.650 -4.981 7.496
H38 2.983 -5.188 5.342
H39 1.680 -4.082 5.790
H40 4.669 -3.629 6.189
H41 3.528 -2.518 5.424
H42 2.469 -2.015 7.545
H43 4.139 -2.263 8.088
H44 3.462 -5.699 7.661
H45 1.705 -5.463 7.751
C33 -2.235 11.384 -2.632
C34 -1.190 11.548 -3.736
C35 -0.820 10.097 -4.032
O8 -1.995 9.320 -3.774
C36 -2.952 10.124 -3.083
H46 -2.902 12.238 -2.525
H47 -1.745 11.214 -1.675
H48 -1.642 12.007 -4.619
H49 -0.332 12.150 -3.443
H50 -0.024 9.745 -3.367
H51 -0.505 9.939 -5.064
H52 -3.762 10.359 -3.784
H53 -3.369 9.552 -2.253
C37 -2.650 10.732 2.831
C38 -2.890 12.226 2.641
C39 -1.973 12.540 1.467
O9 -1.917 11.354 0.670
C40 -2.491 10.260 1.392
H54 -3.455 10.220 3.356
H55 -1.723 10.569 3.385
H56 -3.931 12.405 2.364
H57 -2.665 12.824 3.523
H58 -0.959 12.778 1.806
H59 -2.335 13.367 0.855
H60 -3.462 10.020 0.944
H61 -1.843 9.389 1.299
C41 1.486 -7.317 -5.338
C42 1.046 -8.539 -6.141
C43 -0.401 -8.192 -6.464
O10 -0.463 -6.767 -6.561
C44 0.748 -6.197 -6.056
H62 2.564 -7.167 -5.319
H63 1.134 -7.400 -4.307
H64 1.631 -8.611 -7.061
H65 1.145 -9.479 -5.601
H66 -1.074 -8.515 -5.662
H67 -0.744 -8.630 -7.401
H68 1.330 -5.817 -6.903
H69 0.506 -5.362 -5.401
C45 0.243 -7.395 9.697
C46 1.337 -8.432 9.459
C47 1.800 -8.721 10.881
O11 0.657 -8.541 11.722
C48 -0.388 -7.900 10.987
H70 -0.473 -7.316 8.880
H71 0.691 -6.411 9.857
H72 0.908 -9.332 9.011
H73 2.143 -8.082 8.816
H74 2.577 -8.018 11.196
H75 2.180 -9.735 11.006
H76 -1.171 -8.638 10.782
H77 -0.816 -7.101 11.593
C49 6.536 -6.875 7.258
C50 7.621 -7.918 7.014
C51 8.081 -8.218 8.436
O12 6.940 -8.030 9.280
C52 5.905 -7.375 8.546
H78 5.819 -6.790 6.442
H79 6.989 -5.894 7.419
H80 7.184 -8.813 6.564
H81 8.428 -7.574 6.369
H82 8.865 -7.523 8.754
H83 8.452 -9.236 8.556
H84 5.115 -8.108 8.341
H85 5.483 -6.570 9.151

Atoms 1-6, force components in eV/Å:
-0.43 -0.47 -0.06
0.42 0.37 0.84
0.22 0.10 -0.83
0.03 0.27 -0.06
-1.03 0.07 0.42
0.98 0.40 -1.02

E_HOMO = -0.3209 hartree
net charge = 0
SMILES string = CCCCN[C@]1(/C(Br)=C(/C)Br)C(=O)N[C@@](CCC(F)(F)C(F)(F)C(F)(F)C(F)(F)C(F)(F)C(F)(F)F)(CC(=O)O)[C@@]1(S)COCCOCCOCC.C1CCOC1.C1CCOC1.C1CCOC1.C1CCOC1.C1CCOC1.C1CCOC1
gap between HOMO and LUMO = 0.3168 Eh
energy = -9889.0749 Eh
LUMO = -0.004 Eh
maximum force = 2.00 eV/A

Record 5
The following is a DFT calculation (the ωB97M-V functional and the def2-TZVPD basis) of a molecular structure, C15H24BrN3O3PPdS2.

Cartesian coordinates (Å):
Pd1 0.534 -1.293 -0.587
C1 -5.553 -3.336 0.001
C2 -4.163 -2.779 -0.160
C3 -3.893 -1.637 -0.906
C4 -2.589 -1.203 -1.038
C5 -1.506 -1.866 -0.439
Br1 0.626 -1.339 -3.315
N1 -1.791 -2.987 0.294
C6 -3.057 -3.396 0.407
H1 -5.846 -3.968 -0.844
H2 -6.293 -2.534 0.077
H3 -5.629 -3.947 0.904
H4 -4.708 -1.091 -1.380
H5 -2.372 -0.314 -1.622
H6 -3.212 -4.293 1.012
C7 0.271 4.536 2.389
C8 1.164 3.626 1.565
O1 1.099 2.290 2.042
P1 0.086 1.176 1.410
S1 0.708 -0.556 2.095
S2 -0.237 1.539 -0.508
O2 -1.262 1.647 2.216
C9 -2.539 1.112 1.847
C10 -2.863 -0.183 2.563
H7 0.404 5.580 2.086
H8 0.508 4.447 3.451
H9 -0.773 4.257 2.249
H10 2.211 3.931 1.646
H11 0.878 3.657 0.512
H12 -2.576 0.970 0.766
H13 -3.264 1.889 2.106
H14 -2.158 -0.966 2.287
H15 -3.867 -0.512 2.275
H16 -2.824 -0.049 3.648
N2 2.504 -2.402 -0.339
C11 2.647 -1.242 -0.609
N3 3.589 -0.276 -0.784
C12 3.264 0.979 -1.448
C13 3.576 0.893 -2.927
O3 4.945 0.503 -3.147
C14 5.170 -0.777 -2.572
C15 4.939 -0.741 -1.073
H17 3.870 1.768 -0.987
H18 2.210 1.200 -1.290
H19 3.449 1.863 -3.410
H20 2.905 0.165 -3.392
H21 6.204 -1.050 -2.800
H22 4.492 -1.513 -3.023
H23 5.655 -0.049 -0.616
H24 5.066 -1.730 -0.632

Atoms 1-6, force components in eV/Å:
0.09 -0.34 0.02
-0.03 0.00 0.03
0.08 -0.04 -0.01
-0.05 0.03 -0.01
0.02 0.30 -0.22
0.06 -0.64 0.41

E_HOMO (alpha / beta) = -0.0063 / -0.0334 hartree
net charge = -2
gap between HOMO and LUMO (alpha / beta) = 0.1879 / 0.2148 Eh
energy = -4815.6937 Eh
2S+1 = 2
LUMO (alpha / beta) = 0.182 / 0.181 Eh
maximum force = 0.77 eV/A

Record 6
The following is a DFT calculation (the ωB97M-V functional and the def2-TZVPD basis) of 9 unconnected molecules or ions with the total composition C44H58N11O12 at a distorted geometry.

Cartesian coordinates (Å):
C1 0.404 1.875 0.700
C2 1.693 2.074 -0.032
O1 1.745 1.693 -1.231
O2 2.664 2.575 0.603
H1 -0.320 2.690 0.593
H2 0.452 1.712 1.776
H3 -0.181 1.098 0.199
C3 1.884 -6.089 6.570
C4 1.898 -6.195 5.199
C5 1.939 -5.038 4.397
C6 2.029 -3.790 4.995
C7 2.059 -3.650 6.386
C8 1.985 -4.815 7.137
C9 2.089 -2.291 7.044
O3 2.081 -2.084 8.230
C10 2.113 -1.099 6.093
C11 2.171 0.210 6.600
C12 2.230 1.327 5.812
C13 2.014 1.116 4.460
C14 1.953 -0.150 3.901
C15 2.025 -1.308 4.704
C16 2.026 -2.640 4.067
O4 1.930 -2.831 2.871
H4 1.918 -6.970 7.195
H5 1.950 -7.161 4.713
H6 1.768 -5.204 3.346
H7 2.296 -4.804 8.176
H8 2.412 0.253 7.657
H9 2.204 2.310 6.259
H10 1.977 1.957 3.776
H11 1.971 -0.222 2.824
C17 -1.486 0.739 -3.738
C18 -2.094 1.351 -2.648
C19 -3.413 1.793 -2.730
C20 -4.127 1.701 -3.911
C21 -3.591 0.969 -4.996
C22 -2.282 0.523 -4.856
C23 -4.451 0.514 -6.131
O5 -4.007 -0.234 -6.975
C24 -5.827 1.040 -6.190
C25 -6.700 0.585 -7.142
C26 -7.962 1.192 -7.305
C27 -8.470 2.073 -6.361
C28 -7.641 2.370 -5.264
C29 -6.321 1.949 -5.223
C30 -5.506 2.325 -4.011
O6 -5.986 3.099 -3.219
H12 -0.455 0.424 -3.782
H13 -1.473 1.513 -1.776
H14 -3.771 2.394 -1.904
H15 -1.766 -0.050 -5.619
H16 -6.475 -0.150 -7.902
H17 -8.523 0.780 -8.134
H18 -9.466 2.458 -6.524
H19 -7.995 3.092 -4.542
C31 6.860 3.561 0.203
O7 7.748 3.968 -0.533
N1 6.216 2.365 -0.056
N2 6.179 4.315 1.116
H20 5.399 2.087 0.453
H21 6.733 1.817 -0.720
H22 5.358 4.010 1.599
H23 6.477 5.255 1.308
C32 4.359 -0.876 0.687
O8 5.253 -1.717 0.788
N3 3.472 -0.961 -0.341
N4 4.118 0.188 1.513
H24 3.607 -1.604 -1.097
H25 2.736 -0.284 -0.367
H26 4.563 0.165 2.413
H27 3.409 0.882 1.291
C33 3.811 5.141 -2.256
O9 4.564 5.942 -2.808
N5 3.489 5.252 -0.942
N6 3.350 3.994 -2.819
H28 3.040 4.547 -0.378
H29 3.850 6.065 -0.478
H30 3.145 3.221 -2.206
H31 3.527 3.918 -3.805
C34 -0.082 5.445 -2.294
O10 -0.460 6.583 -2.070
N7 0.571 5.083 -3.458
N8 -0.133 4.394 -1.411
H32 0.581 5.790 -4.170
H33 1.038 4.204 -3.560
H34 0.607 3.721 -1.541
H35 -0.229 4.824 -0.498
C35 3.453 0.641 -4.164
O11 3.783 -0.145 -5.062
N9 4.190 0.745 -3.040
N10 2.175 1.131 -3.981
H36 5.184 0.604 -3.065
H37 3.798 1.037 -2.157
H38 1.870 1.246 -3.022
H39 1.469 0.919 -4.661
C36 -4.448 -5.034 1.663
C37 -3.087 -4.276 1.779
C38 -2.199 -4.876 0.698
C39 -0.989 -3.984 0.417
C40 -1.356 -2.580 -0.014
C41 -2.203 -1.909 1.082
N11 -3.252 -2.873 1.414
O12 -4.249 -2.314 2.267
C42 -1.303 -1.406 2.257
C43 -2.882 -0.709 0.433
C44 -2.471 -4.488 3.176
H40 -4.291 -6.100 1.830
H41 -4.951 -4.910 0.705
H42 -5.105 -4.683 2.461
H43 -1.843 -5.872 0.989
H44 -2.631 -5.159 -0.268
H45 -0.319 -4.470 -0.295
H46 -0.384 -3.853 1.319
H47 -1.872 -2.508 -0.972
H48 -0.346 -2.164 -0.086
H49 -0.780 -2.231 2.736
H50 -0.655 -0.679 1.769
H51 -1.831 -0.909 3.073
H52 -2.219 0.057 0.026
H53 -3.535 -0.952 -0.410
H54 -3.510 -0.165 1.145
H55 -2.949 -3.717 3.789
H56 -1.404 -4.286 3.114
H57 -2.693 -5.404 3.722
H58 -4.911 -2.018 1.633

Atoms 1-6, force components in eV/Å:
-1.84 -0.20 -0.09
0.94 0.32 0.45
-0.08 0.13 -0.07
-0.35 -0.11 -0.17
0.54 0.50 -0.11
0.41 -0.20 -0.07

E_HOMO = -0.2542 hartree
net charge = -1
gap between HOMO and LUMO = 0.2658 Eh
energy = -3216.9387 Eh
LUMO = 0.012 Eh
maximum force = 3.56 eV/A